Here is a structure of composition C22H25N3O14Pd from the OMol25 dataset. Energies are from ωB97M-V with the def2-TZVPD basis set.

Calculated values
Calculated total energy   -2198.2913 hartree
Spin multiplicity   3
Net charge   -4
Molar mass   661.87 g mol⁻¹
Frontier orbital gap   1.57 eV
<S²>   2.031
LUMO   4.93 eV

CARTESIAN COORDINATES (ANGSTROEM)
Pd 6.07834 1.74406 15.40666
C 7.38478 6.18215 21.54128
C 7.33903 6.31926 20.06804
C 7.22343 7.82491 19.52713
O 6.88752 7.86378 18.37597
C 7.73879 8.81898 20.36381
C 7.84278 8.62673 21.68304
C 7.47762 7.25565 22.32897
O 7.56649 7.05232 23.63364
O 8.18933 9.65320 22.39865
O 7.42824 5.39954 19.27756
H 7.18837 5.22905 22.00971
H 8.23737 9.68727 19.95900
C 12.75658 5.66276 13.42113
C 13.93123 6.49586 13.13550
C 13.63234 7.96602 12.45683
O 14.51321 8.80518 12.38400
C 12.31163 8.19704 12.13100
C 11.30190 7.29819 12.37190
C 11.53766 5.95517 13.05473
O 10.61645 5.03137 13.02730
O 10.13628 7.69170 12.01194
O 15.02268 6.15732 13.70281
H 13.08601 4.73091 13.85649
H 12.14956 9.05710 11.49821
C 2.60140 4.57124 14.38006
O 2.31995 5.74193 14.70278
O 3.44216 4.60919 13.48080
O 2.72378 3.64823 15.13673
C 6.13002 -1.41884 10.10067
O 6.34754 -1.18454 11.31102
N 7.18934 -1.50069 9.26182
C 7.10807 -1.70749 7.84365
C 8.54461 -1.38714 9.73162
H 5.12877 -1.44598 9.64353
H 6.08811 -1.74657 7.46123
H 7.68216 -2.56437 7.49112
H 7.49881 -0.88475 7.24488
H 9.23868 -2.16471 9.41263
H 9.04987 -0.51963 9.30705
H 8.63813 -1.24834 10.80869
C 5.43048 -2.71883 20.18499
O 5.43631 -1.65916 19.54966
N 6.21624 -2.93326 21.28936
C 6.32166 -4.19174 21.97356
C 7.13628 -1.95041 21.86131
H 4.84714 -3.62370 19.95451
H 5.47051 -4.86286 21.85854
H 6.31190 -3.89986 23.02371
H 7.23195 -4.73884 21.72826
H 6.86884 -1.71205 22.89076
H 8.20335 -2.16868 21.90391
H 7.08906 -1.09555 21.18672
C 10.74328 -2.75410 16.58916
O 9.72819 -2.09532 16.49257
N 10.73548 -4.13576 16.65345
C 9.57705 -4.89160 16.17697
C 11.84191 -4.99435 17.00852
H 11.74632 -2.33514 16.41429
H 9.72348 -5.14531 15.12707
H 8.69277 -4.28633 15.97746
H 9.21943 -5.81736 16.62773
H 12.56834 -4.31542 17.45514
H 11.58754 -5.65815 17.83480
H 12.08295 -5.59609 16.13221

Here is a structure of composition C22H25N3O4 from the OMol25 dataset. Energies are from ωB97M-V with the def2-TZVPD basis set.

Calculated values
Calculated total energy   -1317.8946 hartree
Spin multiplicity   1
Energy above the lowest of the compared OMol25 structures with the same formula, charge and spin   1976.9 kJ/mol
Molar mass   395.46 g mol⁻¹
Frontier orbital gap   8.57 eV
LUMO   0.16 eV

CARTESIAN COORDINATES (ANGSTROEM)
C -1.38005 5.87599 -1.02027
C -1.28198 4.24121 -0.94898
C 0.00131 3.77192 -0.07810
H 0.87061 4.23064 -0.68178
H -0.01647 4.27991 0.62313
C -0.01917 2.44887 -0.13073
N -1.13337 1.95171 0.76423
C -0.29729 1.19196 1.84204
O -0.90993 0.65696 2.73895
N 0.95551 1.24300 1.72561
C 1.42016 2.09191 0.85616
O 2.61517 2.41835 0.41232
C 1.92274 0.69216 2.52737
H 1.53063 0.95215 3.83845
H 2.97407 1.21452 2.49848
C 1.94977 -0.69177 2.57587
O 3.00294 -1.31503 2.10818
N 0.85797 -1.42116 2.81926
H 0.18687 -1.06691 3.13857
C 0.75064 -2.83434 2.66157
C 0.08106 -3.12457 1.30576
C 0.17818 -2.35709 0.29268
C -0.47312 -2.73738 -0.85968
C -1.63096 -3.60007 -0.84020
C -1.50318 -4.35699 0.31333
C -1.04504 -4.14818 1.41519
H -1.36423 -4.60113 2.14292
H -2.51019 -5.07768 0.41129
O -2.38373 -3.95624 -2.00856
C -2.04716 -3.55195 -3.27993
H -2.01301 -2.45231 -3.22929
H -2.54802 -3.98931 -4.04943
H -0.94052 -3.79047 -3.52028
H -0.25460 -2.22155 -2.02098
H 1.05051 -1.76229 0.04907
H 1.89867 -3.27681 2.62580
H 0.55662 -3.43163 3.38933
H -2.16212 1.99911 0.81842
C 0.06001 1.76963 -1.39497
C -1.01339 1.07594 -1.72033
C -1.17478 0.34578 -3.13413
C -0.10405 0.82871 -3.85278
C 1.09154 1.53310 -3.60995
C 1.04025 2.02934 -2.42639
H 2.05124 2.68456 -1.95794
H 1.92758 1.46210 -4.27381
H -0.02661 0.14795 -5.06372
H -1.93428 -0.33109 -3.56596
H -1.68883 0.68171 -1.15509
H -1.23997 4.10143 -1.89586
H -2.11659 4.01751 -0.43996
H -2.10681 6.20823 -1.60377
H -0.31184 6.08436 -1.52442
H -1.47431 6.30674 -0.09950

Here is a structure of composition C22H25N3O4S from the OMol25 dataset. Energies are from ωB97M-V with the def2-TZVPD basis set.

Calculated values
Calculated total energy   -1716.5174 hartree
Spin multiplicity   1
Energy above the lowest of the compared OMol25 structures with the same formula, charge and spin   810.0 kJ/mol
Molar mass   427.53 g mol⁻¹
Frontier orbital gap   7.43 eV
LUMO   -0.26 eV

CARTESIAN COORDINATES (ANGSTROEM)
C 3.67164 0.93234 2.46959
C 3.14466 1.24372 1.08027
N 1.71377 0.79315 0.92067
C 0.90542 1.62503 1.89871
C 1.40399 1.43885 3.33168
C 2.53225 0.39863 3.35280
C 2.01094 -0.90047 2.72450
C 1.63643 -0.67234 1.25281
H 4.47803 0.19107 2.37235
H 4.09170 1.86380 2.86783
H 3.16403 2.31913 0.83408
H 3.69266 0.70221 0.29536
H 1.00573 2.67063 1.55668
H -0.15398 1.34713 1.79498
H 1.76098 2.41379 3.69297
H 0.55341 1.13548 3.95915
H 2.88430 0.23686 4.37290
H 2.78612 -1.67679 2.76891
H 1.13581 -1.27586 3.27501
H 0.62851 -1.04741 1.04160
H 2.33391 -1.19710 0.58659
C -4.96942 -2.22825 1.84461
C -4.12510 -1.22142 1.11099
C -4.66683 -0.29486 0.21048
C -3.85461 0.63865 -0.44442
C -2.47179 0.64007 -0.21590
S -1.41604 1.82904 -1.04164
O -2.03037 2.36890 -2.22428
O -0.68763 2.67563 -0.12509
N -0.14418 0.72206 -1.63480
C -0.29719 -0.00786 -2.82618
C -1.39357 -0.13157 -3.67547
C -1.20923 -0.78177 -4.89758
C 0.04462 -1.26821 -5.26691
C 1.13954 -1.14931 -4.40218
C 0.95431 -0.54204 -3.15734
C 1.85341 -0.17912 -2.06750
N 3.22133 -0.47014 -2.13706
O 3.69857 -0.95156 -3.19242
O 3.99228 -0.26321 -1.14930
C 1.11202 0.55447 -1.13221
C -1.93471 -0.24427 0.71978
C -2.75127 -1.17016 1.36673
H -4.34410 -2.81321 2.52475
H -5.74339 -1.73895 2.44546
H -5.47774 -2.93813 1.18194
H -5.74480 -0.29230 0.03272
H -4.27907 1.36161 -1.13878
H -2.37067 0.25105 -3.39281
H -2.04101 -0.85440 -5.59299
H 0.17018 -1.73035 -6.24276
H 2.14775 -1.46779 -4.66050
H 1.43586 1.23443 -0.32236
H -0.87306 -0.21640 0.95725
H -2.32442 -1.86251 2.09636

Here is an isolated molecule of C22H25N3O4S from the OMol25 dataset. Energies are from ωB97M-V with the def2-TZVPD basis set.

Calculated values
Calculated total energy   -1716.7318 hartree
Spin multiplicity   1
Energy above the lowest of the compared OMol25 structures with the same formula, charge and spin   247.2 kJ/mol
Structure (SMILES)   Cc1ccc(N(CC(=O)NCCc2ccccc2)S(=O)(=O)c2c(C)noc2C)cc1
Molar mass   427.53 g mol⁻¹
Frontier orbital gap   9.50 eV
LUMO   0.66 eV

CARTESIAN COORDINATES (ANGSTROEM)
C -2.07196 1.08447 -6.09216
C -1.43423 0.71543 -4.78766
C -0.96762 -0.57788 -4.57765
C -0.37673 -0.93693 -3.38297
C -0.25367 -0.00282 -2.36041
N 0.36308 -0.37503 -1.14268
C -0.27579 -1.39924 -0.34347
C -1.77039 -1.11633 -0.10855
O -2.62806 -1.93340 -0.36994
N -2.00147 0.11506 0.36999
C -3.32122 0.54770 0.77161
C -3.70273 -0.02002 2.15133
C -2.59164 0.21402 3.13437
C -1.66882 -0.79054 3.39664
C -0.61076 -0.56865 4.25958
C -0.45731 0.66662 4.86572
C -1.36982 1.67501 4.60782
C -2.42942 1.44941 3.74773
S 1.27670 0.73727 -0.30955
O 0.55453 1.25406 0.82750
O 1.83074 1.66590 -1.24300
C 2.57713 -0.30541 0.26877
C 3.07615 -0.56708 1.57748
C 2.61441 0.02031 2.85441
N 4.06777 -1.41353 1.50131
O 4.26008 -1.71901 0.19152
C 3.37634 -1.05558 -0.55612
C 3.37432 -1.19974 -2.02650
C -0.72997 1.28567 -2.55110
C -1.30306 1.63874 -3.75995
H -2.29653 2.14694 -6.12942
H -1.41263 0.83663 -6.92240
H -2.99953 0.52922 -6.22767
H -1.06549 -1.31209 -5.36414
H -0.01883 -1.94435 -3.23691
H -0.18419 -2.37499 -0.83034
H 0.24092 -1.43128 0.61938
H -1.21180 0.67215 0.67993
H -3.32097 1.63859 0.79418
H -4.03668 0.19594 0.02402
H -3.88221 -1.09032 2.04331
H -4.62435 0.45922 2.48511
H -1.78583 -1.75518 2.92223
H 0.09350 -1.36295 4.46182
H 0.36989 0.84199 5.53764
H -1.25490 2.64035 5.07858
H -3.14083 2.23913 3.55123
H 2.75963 -0.68880 3.66442
H 3.20248 0.91142 3.07115
H 1.57109 0.31538 2.77779
H 2.69308 -1.99525 -2.32648
H 3.03501 -0.26809 -2.47298
H 4.37322 -1.44968 -2.37509
H -0.63850 2.00727 -1.75478
H -1.66354 2.64753 -3.89858

Among the records above, which one has the lowest LUMO? number 3